A molecular structure, C46H49BBrGdN4O4P2, computed with wB97M-V/def2-TZVPD.

Computed properties:
Net charge   0
<S²>   15.849
Highest occupied orbital energy (spin up / spin down)   -8.26 / -8.28 eV
Spin multiplicity   8

The geometry in XYZ format:
```
108
C46H49BBrGdN4O4P2, DFT wB97M-V/def2-TZVPD
Gd 0.86003 -0.37180 -0.29595
B 3.57278 0.35572 1.82189
N 2.40328 -0.48105 2.45298
C 2.45236 -1.33042 3.48541
C 1.16967 -1.73210 3.81652
C 0.36424 -1.05852 2.90449
N 1.10289 -0.29448 2.10074
N 4.02244 -0.18068 0.40305
C 5.20972 -0.67856 0.04257
C 5.19739 -0.96480 -1.31427
C 3.91734 -0.59679 -1.72271
N 3.22800 -0.11007 -0.69348
H 4.52049 0.24894 2.56341
H 3.17968 1.48752 1.68308
H 3.40398 -1.58839 3.91314
H 0.87636 -2.41531 4.58977
H -0.71024 -1.07105 2.78652
H 5.97601 -0.78197 0.78919
H 5.99350 -1.37662 -1.90534
H 3.44675 -0.66790 -2.69113
O 0.60658 -0.81118 -2.61244
C -0.60332 -0.57719 -2.36464
O -0.92188 0.25383 -1.43906
C -1.73638 -1.37715 -2.89988
C -1.80179 -1.64589 -4.25792
C -2.87914 -2.35331 -4.77125
C -3.86468 -2.81167 -3.91245
C -3.76847 -2.57365 -2.54719
C -2.71380 -1.84454 -2.01104
P -2.57770 -1.63716 -0.16327
C -3.43172 -3.12379 0.42983
C -4.79940 -3.20088 0.68387
C -5.37183 -4.39401 1.09239
C -4.58002 -5.52699 1.24102
C -3.21897 -5.45616 0.98861
C -2.63921 -4.25919 0.59216
C -3.71341 -0.26292 0.18398
C -4.12651 -0.06277 1.50186
C -4.89959 1.03624 1.83962
C -5.26428 1.95487 0.86460
C -4.85145 1.76802 -0.44543
C -4.07659 0.66720 -0.78627
H -1.01254 -1.29401 -4.90747
H -2.94473 -2.55508 -5.83142
H -4.70633 -3.37183 -4.29468
H -4.52564 -2.97862 -1.88671
H -5.42303 -2.32149 0.56778
H -6.43425 -4.43703 1.28990
H -5.02454 -6.45996 1.55653
H -2.59185 -6.32871 1.10400
H -1.57298 -4.22353 0.39750
H -3.83968 -0.77437 2.26682
H -5.21440 1.17207 2.86601
H -5.86804 2.81124 1.12860
H -5.12884 2.48102 -1.21059
H -3.74668 0.54114 -1.80743
C 2.04884 5.30169 -1.18634
C 2.44769 4.04842 -0.40586
C 2.96581 4.47707 0.97293
C 3.59381 3.34726 -1.14461
P 1.03835 2.81762 -0.24402
C 0.25568 2.96134 -1.90099
C 0.90697 2.28432 -2.92925
C 0.40844 2.27068 -4.22288
C -0.77366 2.92960 -4.51744
C -1.43984 3.60866 -3.50582
C -0.92947 3.62769 -2.21892
C -0.19744 3.36185 1.03290
C 0.39366 3.14533 2.43767
C -1.38439 2.38287 0.92274
C -0.67444 4.81639 0.95190
H 2.92104 5.95636 -1.24236
H 1.25041 5.86290 -0.70565
H 1.73796 5.07290 -2.20575
H 3.87324 5.06233 0.81173
H 3.22208 3.63936 1.61916
H 2.26014 5.11528 1.50043
H 4.47135 3.99326 -1.09255
H 3.36294 3.19522 -2.19944
H 3.85142 2.38414 -0.70642
H 1.80787 1.71149 -2.72435
H 0.93668 1.72456 -4.99175
H -1.17443 2.91239 -5.52081
H -2.36442 4.12714 -3.71842
H -1.48383 4.15813 -1.46267
H 0.78335 2.13625 2.57465
H -0.41875 3.29284 3.15151
H 1.18276 3.84899 2.68759
H -1.08889 1.34966 1.13818
H -1.88588 2.36964 -0.04159
H -2.11643 2.65354 1.68637
H 0.10524 5.50366 1.27648
H -1.51647 4.94556 1.63624
H -0.99609 5.14203 -0.03270
Br 0.29026 -5.25212 2.94158
C 2.07998 -4.79324 2.51877
C 3.06102 -5.11538 3.44623
C 4.37817 -4.74909 3.21765
C 4.71206 -4.04634 2.06633
C 3.71670 -3.70999 1.16513
C 2.39013 -4.08719 1.37426
C 1.38298 -3.69772 0.32762
O 0.61462 -4.50287 -0.16358
O 1.46405 -2.43874 0.01408
H 2.78781 -5.64929 4.34533
H 5.13669 -5.01311 3.94147
H 5.73509 -3.75328 1.87552
H 3.94954 -3.14434 0.27387
```